113
Properties=species:S:1:pos:R:3:lowdin_spin:R:1 method="wB97M-V/def2-TZVPD" energy_ha=-7064.36949 fmax_ev_per_a=3.6 charge=+1 spin_multiplicity=2 gap_ev="6.8 / 7.1"
V -0.7314 0.2665 -0.0367 1.07
Se 2.0752 -3.7514 6.3041 0.00
N 1.7012 -4.0931 4.6264 0.00
C 1.2257 -3.0016 4.0526 0.00
C 0.7559 -2.9259 2.6955 0.00
C 0.6725 -4.0574 1.8799 0.01
C 0.0659 -3.9209 0.6516 0.00
C -0.3182 -2.6542 0.2256 0.01
N -0.1555 -1.5491 0.9367 -0.01
C 0.2930 -1.6845 2.1990 0.00
C 0.1874 -0.5508 3.0968 0.00
N -0.4162 0.5408 2.6269 0.00
C -0.6365 1.5556 3.4363 0.00
C -0.2254 1.5853 4.7676 0.00
C 0.4056 0.4734 5.2778 0.00
C 0.6007 -0.6312 4.4449 0.00
C 1.1486 -1.8665 4.9181 0.00
N 1.5611 -2.0849 6.1522 0.00
H 1.0421 -5.0030 2.2446 0.00
H -0.1135 -4.7652 0.0066 0.00
H -0.7786 -2.5561 -0.7474 0.00
H -1.1884 2.3893 3.0206 0.00
H -0.4253 2.4538 5.3751 0.00
H 0.7422 0.4151 6.3004 0.00
C 0.4099 6.7433 0.9743 0.00
C 0.5325 5.5454 1.9080 0.00
N 1.1710 4.3936 1.2870 0.01
C 2.6183 4.3650 1.3166 0.00
C 3.1529 3.8174 2.6396 0.00
C 0.4244 3.4254 0.7572 0.00
S 1.1297 1.9919 0.1241 -0.01
N -0.8946 3.7028 0.7090 -0.01
C -1.8254 2.7899 0.6202 0.00
O -1.5667 1.5426 0.6407 -0.02
C -3.2273 3.1984 0.5451 0.00
C -4.1938 2.1912 0.6191 0.00
C -5.5306 2.5180 0.5356 0.00
C -5.9023 3.8476 0.3916 0.00
C -4.9438 4.8495 0.3261 0.00
C -3.6029 4.5340 0.4012 0.00
H -0.1477 7.5289 1.4751 0.00
H -0.1233 6.4631 0.0713 0.00
H 1.3800 7.1459 0.6996 0.00
H -0.4652 5.2440 2.2239 0.00
H 1.1162 5.8142 2.7891 0.00
H 2.9720 5.3895 1.1826 0.00
H 2.9738 3.7547 0.4846 0.00
H 2.8514 4.4511 3.4698 0.00
H 4.2398 3.7779 2.6140 0.00
H 2.7712 2.8156 2.8171 0.00
H -3.8821 1.1648 0.7599 0.00
H -6.2782 1.7429 0.5816 0.00
H -6.9476 4.1049 0.3385 0.00
H -5.2489 5.8795 0.2160 0.00
H -2.8390 5.2960 0.3555 0.00
O -5.4099 0.1519 -3.5093 0.00
C -4.6736 1.1804 -3.8665 0.00
O -5.0054 1.9735 -4.7083 0.00
C -3.3665 1.3684 -3.1624 0.00
C -2.4691 2.3773 -3.4718 0.00
N -1.4476 2.2877 -2.6088 0.00
N -1.6286 1.2779 -1.7667 -0.01
C -2.7721 0.6898 -2.0756 0.00
C -3.1364 -0.5443 -1.2950 0.00
O -4.1256 -1.1962 -1.6079 0.00
O -2.3515 -0.8183 -0.3396 0.02
H -5.0031 -0.4483 -2.8220 0.00
H -2.5334 3.1133 -4.2465 0.00
H -0.5959 2.8350 -2.5820 0.00
C 4.9346 0.0648 -0.4703 0.00
C 3.8435 -0.5699 0.3872 0.00
C 4.2429 -1.9889 0.7821 0.00
C 3.5905 0.2752 1.6356 0.00
O 2.6106 -0.5882 -0.3414 0.00
Si 2.2924 -1.2362 -1.7897 0.00
S 0.2199 -0.6602 -1.9020 -0.06
O 2.4665 -2.8264 -1.6357 0.00
C 2.8945 -3.8976 -2.4822 0.00
C 1.8407 -4.1203 -3.5639 0.00
C 3.0169 -5.1359 -1.5926 0.00
C 4.2531 -3.5495 -3.0863 0.00
O 3.0176 -0.6249 -3.0949 0.00
C 2.6147 0.2041 -4.1967 0.00
C 1.5545 -0.5180 -5.0282 0.00
C 3.8525 0.4446 -5.0581 0.00
C 2.0858 1.5344 -3.6667 0.00
H 5.8257 0.2298 0.1284 0.00
H 4.5904 1.0199 -0.8595 0.00
H 5.1751 -0.5856 -1.3081 0.00
H 5.1722 -1.9584 1.3437 0.00
H 4.3820 -2.5954 -0.1066 0.00
H 3.4708 -2.4450 1.3982 0.00
H 4.4299 0.2012 2.3209 0.00
H 2.6851 -0.0685 2.1330 0.00
H 3.4571 1.3096 1.3440 0.00
H 0.8748 -4.3083 -3.0995 0.00
H 2.1081 -4.9706 -4.1851 0.00
H 1.7538 -3.2338 -4.1862 0.00
H 2.0578 -5.3733 -1.1452 0.00
H 3.7372 -4.9687 -0.7947 0.00
H 3.3420 -5.9817 -2.1916 0.00
H 4.1843 -2.6159 -3.6345 0.00
H 4.5875 -4.3348 -3.7579 0.00
H 4.9938 -3.4281 -2.2984 0.00
H 1.9574 -1.4553 -5.4059 0.00
H 1.2644 0.0998 -5.8741 0.00
H 0.6731 -0.7273 -4.4269 0.00
H 4.2750 -0.4968 -5.3950 0.00
H 4.6129 0.9887 -4.5067 0.00
H 3.5648 1.0294 -5.9269 0.00
H 1.2221 1.3530 -3.0309 0.00
H 1.8009 2.1760 -4.4941 0.00
H 2.8528 2.0309 -3.0789 0.00

---

109
Properties=species:S:1:pos:R:3:lowdin_spin:R:1 method="wB97M-V/def2-TZVPD" energy_ha=-3673.66442 fmax_ev_per_a=3.4 charge=0 spin_multiplicity=2 gap_ev="4.0 / 6.9"
K 1.7659 -1.2509 0.6303 0.00
C -0.9322 6.1864 -4.9663 0.00
C -0.9774 4.7889 -4.4665 0.00
C -0.4669 4.5535 -3.1514 0.00
C -0.4004 3.2515 -2.6724 0.00
C -0.2424 2.9259 -1.2407 0.00
C -0.6102 2.1540 -3.5565 0.00
Te -0.1546 0.1569 -2.7629 0.00
N -1.8020 -0.8937 -2.5697 0.00
C -1.7578 -1.6319 -1.4741 0.00
O -0.7476 -1.7742 -0.7130 0.00
C -3.1258 -2.2068 -1.1711 0.00
C -3.4499 -2.3236 0.1958 0.00
C -4.7317 -2.7330 0.6119 0.00
C -5.7020 -2.8706 -0.3446 0.00
C -5.4472 -2.5413 -1.6736 0.00
C -4.1716 -2.1937 -2.1304 0.00
C 0.5872 -0.8657 -4.5572 0.00
C -0.1787 -1.8005 -5.3570 0.00
C -1.5752 -2.2460 -5.0619 0.00
C 0.3560 -2.1945 -6.5904 0.00
C 1.5668 -1.6557 -7.0464 0.00
C 1.9462 -1.9982 -8.4710 0.00
C 2.2531 -0.6746 -6.3322 0.00
C 1.8304 -0.3944 -4.9650 0.00
C 2.6767 0.5331 -4.1474 0.00
C -1.2057 2.3805 -4.8109 0.00
C -1.8186 1.1576 -5.4145 0.00
C -1.2668 3.6885 -5.3254 0.00
H 0.0851 6.5994 -5.1614 0.00
H -1.4872 6.8752 -4.2277 0.00
H -1.4025 6.3281 -5.9074 0.00
H -0.1058 5.3822 -2.5162 0.00
H -0.3885 3.8846 -0.7024 0.00
H 0.7795 2.6160 -0.9390 0.00
H -0.9673 2.1746 -0.8881 0.00
H -2.6955 -2.2023 0.9748 0.00
H -4.8627 -2.9144 1.6626 0.00
H -6.7351 -3.1131 -0.0883 0.00
H -6.2018 -2.5793 -2.4329 0.00
H -4.0094 -1.9638 -3.1887 0.00
H -2.2814 -1.4328 -4.8364 0.00
H -1.6097 -2.9936 -4.2401 0.00
H -1.9363 -2.7938 -5.9802 0.00
H -0.1678 -2.9427 -7.1670 0.00
H 3.0498 -1.9894 -8.6253 0.00
H 1.4950 -1.2398 -9.1375 0.00
H 1.5464 -2.9874 -8.6884 0.00
H 3.2219 -0.2909 -6.6598 0.00
H 3.6636 0.7845 -4.5815 0.00
H 2.8416 0.2052 -3.0773 0.00
H 2.2095 1.5090 -4.0243 0.00
H -2.3724 0.5905 -4.6291 0.00
H -1.1195 0.5472 -6.0065 0.00
H -2.5938 1.4105 -6.2229 0.00
H -1.5531 3.8592 -6.3475 0.00
N 3.1046 -4.8567 -0.1856 0.00
C 2.6636 -5.8686 -0.9455 0.00
C 1.6585 -5.3435 -1.7560 0.00
C 1.5611 -3.9697 -1.3767 0.00
N 2.4560 -3.7071 -0.4314 0.00
H 3.9988 -4.8095 0.3159 0.00
H 2.9217 -6.9206 -0.7905 0.00
H 1.0643 -5.8341 -2.5602 0.00
H 0.8663 -3.2450 -1.7310 0.00
C 3.1739 -0.5093 6.6316 0.00
C 3.7704 -0.7330 5.2503 0.00
C 5.0827 -0.8994 4.7944 0.00
C 5.0558 -1.0872 3.4103 0.00
N 3.7317 -1.0238 2.9915 0.00
N 3.0148 -0.8264 4.1037 0.00
C 6.1792 -1.3186 2.4736 0.00
H 3.6569 -1.2176 7.3247 0.00
H 2.0474 -0.6433 6.6741 0.00
H 3.3691 0.5359 6.9726 0.00
H 5.9731 -0.9629 5.4217 0.00
H 2.0063 -0.7388 3.9850 0.00
H 7.0250 -0.7213 2.8522 0.00
H 5.8841 -1.0197 1.4892 0.00
H 6.5337 -2.4339 2.4936 0.00
C -1.0914 1.7234 9.7540 0.00
C -2.1007 1.4917 8.6652 0.00
S -1.2570 1.6525 7.0854 0.00
O -0.5934 2.9242 6.9943 0.00
O -0.5338 0.4231 6.8446 0.00
C -2.5925 1.6808 5.7622 0.00
C -2.2084 2.2143 4.3798 0.01
N -0.9539 1.6826 3.7166 0.05
C -0.6777 0.3870 3.3046 0.06
N 0.2504 0.3559 2.3442 0.00
C 0.5930 1.6518 2.0989 0.13
C -0.2291 2.4816 2.8855 0.02
N -0.2332 3.8276 2.6274 0.26
O 0.5188 4.2680 1.7262 0.20
O -1.0363 4.5790 3.2655 0.22
C -1.2485 -0.8393 3.8189 0.01
H -1.4552 1.6674 10.7469 0.00
H -0.6324 2.6814 9.6496 0.00
H -0.2241 1.0497 9.6812 0.00
H -2.8277 2.2734 8.7966 0.00
H -2.5594 0.4762 8.6413 0.00
H -3.4248 2.3520 6.1315 0.00
H -2.9459 0.6453 5.7386 0.00
H -2.0945 3.2961 4.3170 0.00
H -3.0393 1.9212 3.7074 0.00
H 1.2195 2.0202 1.2877 0.01
H -1.1867 -1.6401 3.0513 0.00
H -2.3134 -0.7779 4.0965 0.00
H -0.5413 -1.1655 4.6467 0.01